No. 1
A molecular structure, C17H28ClO3PV. Source: OMol25; level of theory: wB97M-V/def2-TZVPD.

Each line ends with the Löwdin spin population.
Geometry (Å):
C  0.1159  0.6209  -5.6485  0.00
C  1.4925  1.1916  -6.0287  0.00
C  -0.1030  -0.7018  -6.4019  0.00
C  -0.9672  1.6247  -6.0777  0.00
Cl  0.0213  0.3178  -3.8305  0.00
H  -0.0478  -0.4989  -7.4763  0.00
H  -1.0926  -1.1257  -6.1994  0.00
H  0.6737  -1.4375  -6.1666  0.00
H  1.5117  1.3418  -7.1132  0.00
H  2.3065  0.5018  -5.7807  0.00
H  1.6744  2.1671  -5.5642  0.00
H  -0.8921  1.7645  -7.1610  0.00
H  -0.8234  2.6070  -5.6142  0.00
H  -1.9767  1.2557  -5.8664  0.00
C  1.6845  -1.3510  1.3704  -0.04
C  1.0301  -2.2848  0.5249  -0.01
C  1.0153  -1.7573  -0.8185  -0.02
H  0.6792  -3.2736  0.8314  0.00
C  1.6877  -0.4960  -0.8079  0.00
C  2.1023  -0.2315  0.5568  -0.03
H  2.6422  0.6204  0.9411  0.00
H  1.8663  -1.4522  2.4412  0.00
H  0.5330  -2.2393  -1.6797  0.00
H  1.8121  0.1665  -1.6556  0.00
C  -2.0540  0.9474  0.8254  -0.09
C  -2.3221  -0.2409  1.5746  -0.07
C  -2.3197  -1.3384  0.6988  -0.04
H  -2.5595  -0.2615  2.6422  0.00
C  -2.0598  -0.8493  -0.6344  -0.07
C  -1.9206  0.5718  -0.5602  -0.02
H  -1.6913  1.2382  -1.3934  0.00
H  -2.1060  1.9626  1.2368  0.00
H  -2.5931  -2.3709  0.9620  0.00
H  -1.9575  -1.4734  -1.5385  0.00
V  -0.1020  -0.4425  0.4040  1.62
C  -0.4352  2.7538  3.9673  0.00
O  -0.2658  1.5006  3.2799  -0.02
P  0.5708  0.2144  3.8662  -0.11
O  0.8446  0.7315  5.3757  -0.05
C  1.8191  0.2673  6.3159  0.00
O  -0.6360  -0.9328  4.0427  -0.03
C  -0.4725  -2.1223  4.8759  0.00
H  -0.8102  3.4296  3.1888  0.00
H  0.4980  3.1745  4.3690  0.00
H  -1.1872  2.6977  4.7633  0.00
H  2.8523  0.3793  5.9488  0.00
H  1.6733  0.8918  7.1996  0.00
H  1.6525  -0.7800  6.5931  0.00
H  0.5718  -2.4606  4.9386  0.00
H  -0.8601  -1.9145  5.8802  0.00
H  -1.0755  -2.9035  4.4028  0.00

Total charge = +2
LUMO (alpha / beta) = -10.260 / -8.423 eV
Energy = -2635.19732 hartree
HOMO (alpha / beta) = -15.2 / -15.6 eV
2S+1 = 2
Orbital gap (alpha / beta) = 4.96 / 7.13 eV

---

No. 2
8 unconnected molecules or ions with the total composition C36H78N8O8. Source: OMol25; level of theory: wB97M-V/def2-TZVPD.

Each line ends with the Löwdin spin population.
Geometry (Å):
C  12.2974  14.4228  15.9451  0.00
O  12.1981  14.8849  14.7555  0.00
N  11.9894  13.1811  16.3275  0.00
C  11.6901  12.2051  15.3259  0.00
C  12.0485  12.8334  17.7256  0.00
H  12.6667  15.1098  16.7025  0.00
H  11.3656  12.5914  14.3684  0.00
H  10.9542  11.5475  15.7857  0.00
H  12.5360  11.5036  15.2264  0.00
H  12.4736  13.6144  18.3531  0.00
H  11.0712  12.5620  18.1689  0.00
H  12.6157  11.9022  17.8580  0.00
C  15.7913  14.0784  19.4984  0.00
O  14.6093  13.7639  19.5388  0.00
N  16.4878  14.7185  18.4889  0.00
C  17.9282  14.9310  18.7661  0.00
C  15.9865  15.2603  17.2310  0.00
H  16.4661  13.9101  20.3517  0.00
H  18.2069  14.8003  19.8172  0.00
H  18.2663  15.8848  18.3951  0.00
H  18.5848  14.1958  18.2527  0.00
H  15.2816  14.5830  16.7867  0.00
H  15.6121  16.2678  17.3917  0.00
H  16.9009  15.4077  16.6536  0.00
C  8.6656  15.8653  15.5536  0.00
O  8.5022  16.5281  16.5327  0.00
N  7.9927  14.6778  15.2863  0.00
C  8.2439  13.8934  14.0244  0.00
C  6.9737  14.1668  16.1191  0.00
H  9.3050  16.1033  14.6674  0.00
H  9.0254  14.4403  13.5015  0.00
H  7.3738  13.8898  13.3287  0.00
H  8.5845  12.8861  14.2475  0.00
H  6.0146  14.3225  15.6018  0.00
H  7.1487  13.2040  16.5496  0.00
H  6.9461  14.8516  16.9658  0.00
C  10.7087  16.3696  9.4471  0.00
O  10.9810  15.7186  8.4861  0.00
N  11.2066  16.1313  10.6713  0.00
C  10.7878  16.8722  11.7540  0.00
C  12.0293  14.9605  10.9100  0.00
H  10.0295  17.2016  9.2693  0.00
H  9.7987  16.6066  12.1615  0.00
H  10.7544  17.9352  11.6779  0.00
H  11.4015  16.6044  12.6063  0.00
H  12.3288  14.4446  9.9969  0.00
H  12.9144  15.2774  11.4797  0.00
H  11.5067  14.2666  11.5428  0.00
C  10.6274  19.2897  18.1448  0.00
O  10.1351  20.2054  18.6929  0.00
N  11.2643  19.3548  16.9408  0.00
C  11.8541  18.1329  16.3359  0.00
C  11.1068  20.5126  16.0750  0.00
H  10.6759  18.3051  18.6299  0.00
H  11.2589  17.6106  15.5643  0.00
H  11.9634  17.5063  17.2105  0.00
H  12.8548  18.4315  15.9536  0.00
H  12.0664  20.9273  15.8602  0.00
H  10.5632  20.1764  15.1900  0.00
H  10.4149  21.1961  16.5781  0.00
C  15.5712  10.0104  13.9680  0.00
O  15.1984  10.6721  13.0530  0.00
N  15.6101  10.4594  15.2570  0.00
C  16.2189  9.6295  16.2933  0.00
C  15.2959  11.8031  15.6157  0.00
H  15.8113  8.9318  13.8947  0.00
H  17.2128  9.9661  16.6609  0.00
H  16.2339  8.6651  15.7791  0.00
H  15.4333  9.4839  17.0210  0.00
H  16.2116  12.3361  15.8647  0.00
H  14.9274  12.3297  14.7468  0.00
H  14.6371  11.8989  16.4628  0.00
C  12.8370  14.3284  24.7631  0.00
C  12.9922  14.9297  23.3666  0.02
C  12.0154  14.2370  22.4000  0.00
C  11.7928  14.8452  21.0146  0.00
C  11.1728  16.2454  21.2292  0.00
C  12.0182  17.1786  22.0596  0.02
N  12.5441  16.3976  23.3711  0.43
O  13.0518  17.1642  24.2283  0.48
C  13.1730  17.7735  21.2526  0.01
C  11.0612  18.2394  22.4712  0.00
C  14.4736  14.8931  22.9645  0.02
H  11.7779  14.3915  25.0112  0.00
H  13.3879  14.9112  25.4761  0.00
H  13.0857  13.2878  24.5739  0.00
H  12.4799  13.2639  22.1834  0.00
H  11.0434  14.0264  22.8700  0.00
H  11.2260  14.1421  20.3943  0.00
H  12.7791  14.9834  20.5620  0.00
H  10.1437  16.2165  21.6262  0.00
H  11.0022  16.6382  20.2069  0.00
H  13.7286  17.2505  20.4681  0.00
H  12.5682  18.5116  20.7264  0.00
H  13.7984  18.3574  21.9507  0.00
H  10.4091  17.7603  23.1543  0.00
H  11.6294  19.1386  22.7734  0.00
H  10.5965  18.5291  21.5478  0.00
H  14.8201  13.9062  23.2084  0.00
H  15.0144  15.6654  23.5271  0.00
H  14.5723  15.0377  21.8911  0.00
C  12.7012  10.5552  24.0852  0.02
C  12.2470  9.2877  23.3888  0.02
C  11.0220  9.5220  22.4893  0.00
C  11.3461  10.2608  21.2167  0.00
C  12.3076  9.5118  20.3732  0.00
C  13.6161  9.1897  21.1500  0.02
N  13.3160  8.6839  22.5343  0.40
O  14.2356  7.9815  23.0758  0.50
C  14.2416  8.0811  20.2047  0.00
C  14.5984  10.3796  21.2264  0.02
C  11.7187  8.1210  24.3921  0.00
H  13.6890  10.8127  23.7196  0.00
H  12.8083  10.4214  25.1604  0.00
H  11.9747  11.3318  23.8390  0.00
H  10.5786  8.5549  22.2311  0.00
H  10.2993  10.1034  23.0613  0.00
H  11.8742  11.1961  21.5101  0.00
H  10.4332  10.6261  20.7206  0.00
H  12.5941  10.1177  19.5080  0.00
H  11.9240  8.5368  20.0546  0.00
H  15.0842  7.6672  20.7048  0.00
H  13.4867  7.2980  20.1289  0.00
H  14.4312  8.5419  19.2475  0.00
H  14.9031  10.7155  20.2250  0.00
H  14.0004  11.1947  21.6152  0.00
H  15.4702  10.1499  21.8722  0.00
H  12.4549  7.8621  25.1566  0.00
H  11.5072  7.2826  23.7397  0.00
H  10.7386  8.4937  24.7112  0.00

LUMO (alpha / beta) = 0.094 / 0.093 eV
Energy = -2458.24400 hartree
HOMO (alpha / beta) = -7.6 / -8.9 eV
2S+1 = 3
Orbital gap (alpha / beta) = 7.70 / 9.02 eV

---

No. 3
A molecular structure, C21H12Cl4FeGeN3O11. Source: OMol25; level of theory: wB97M-V/def2-TZVPD.

Each line ends with the Löwdin spin population.
Geometry (Å):
Fe  1.8303  1.2917  -0.3487  3.68
O  -0.0909  3.1484  -3.8801  0.00
C  0.3930  2.4101  -2.8111  0.00
O  0.4533  2.8036  -1.5922  0.03
C  0.9263  1.0393  -3.1710  0.01
C  0.6146  0.4204  -4.3609  0.00
C  1.1270  -0.9067  -4.4470  0.00
C  1.8528  -1.5261  -3.4513  0.00
C  2.2272  -0.7606  -2.3669  0.01
N  1.6220  0.4677  -2.1799  0.03
C  3.1410  -1.1941  -1.2963  0.01
O  3.7668  -2.2506  -1.3997  0.01
O  3.1622  -0.3581  -0.2661  0.06
H  -0.3158  4.0613  -3.5056  0.00
H  0.0219  0.8653  -5.1364  0.00
H  1.0012  -1.3789  -5.4485  0.00
H  2.2442  -2.5513  -3.4789  0.00
O  1.6536  1.8575  3.8395  0.01
C  1.4822  1.3985  2.6839  0.01
O  1.7630  2.0556  1.5449  0.05
C  0.8539  -0.0140  2.6519  0.00
C  0.8242  -0.7096  3.8252  0.00
C  0.3139  -2.0240  3.7630  0.00
C  -0.1576  -2.5906  2.5347  0.00
C  -0.1875  -1.7852  1.3578  0.00
C  0.1946  -0.4080  1.4322  0.00
O  -0.0766  0.4249  0.3473  0.03
N  -0.4897  -2.4946  0.0905  0.00
O  -1.3155  -3.4007  0.1458  0.00
O  0.0977  -2.1935  -0.9549  0.00
N  -0.1391  -2.4988  5.0708  0.00
O  -0.9538  -3.4550  5.0067  0.00
O  0.2721  -1.9248  6.0863  0.00
H  1.1332  -0.3319  4.8268  0.00
H  -0.6301  -3.6084  2.4741  0.00
Cl  -3.6769  1.8410  2.4467  0.00
C  -3.6780  0.7515  1.1445  0.00
C  -4.8800  0.1612  0.6976  0.00
C  -4.9823  -0.7379  -0.3971  0.00
C  -3.8165  -1.0351  -1.0988  0.00
C  -2.6109  -0.4376  -0.7013  0.00
C  -2.5236  0.5199  0.3195  0.00
C  -1.2607  1.3074  0.5681  0.00
H  -5.7214  0.4414  1.3646  0.00
H  -5.9432  -1.2461  -0.5138  0.00
H  -3.8578  -1.6010  -2.0069  0.00
H  -1.7094  -0.6290  -1.2706  0.00
H  -1.0707  1.8102  1.5506  0.00
H  -1.1702  2.0709  -0.2404  0.00
Cl  5.4170  2.5459  1.8622  0.02
Ge  4.0992  2.8404  0.1375  0.02
Cl  3.3429  4.9450  0.1274  0.01
Cl  5.4265  2.5731  -1.5755  0.01

Total charge = -1
LUMO (alpha / beta) = 0.771 / 0.771 eV
Energy = -6980.82513 hartree
HOMO (alpha / beta) = -4.1 / -4.5 eV
2S+1 = 5
Orbital gap (alpha / beta) = 4.87 / 5.25 eV

---

- What is the 2S+1 in the first record?
  2

---

- Among the records above, which one has the highest 2S+1?
  C21H12Cl4FeGeN3O11

---

- Which of these has the highest energy?
  C36H78N8O8